# 1
Density functional theory data (ωB97M-V/def2-TZVPD) for 2 unconnected molecules or ions with the total composition C17H25BrN3O6PS.

Values from the calculation:
maximum force = 0.0496 hartree/bohr
2S+1 = 1
total energy = -124953.7725 eV

```
54
Properties=species:S:1:pos:R:3:nbo_charge:R:1
C 2.4318 -0.8820 -5.3766 -0.7186
C 1.3435 0.0549 -4.8708 0.7969
O 1.5915 1.2178 -4.7173 -0.5807
O 0.1330 -0.4970 -4.6510 -0.5208
C -0.6045 0.1669 -3.6060 -0.0761
C -1.9259 -0.5626 -3.3458 -0.4330
C -1.8934 -1.5442 -2.1437 -0.3874
C -2.6613 -0.9961 -0.8946 -0.4189
C -1.6981 -0.4735 0.1797 -0.4315
C -1.3006 -1.5624 1.2170 -0.2224
N -0.0075 -1.1307 1.7876 -0.2806
C 1.2016 -1.4980 1.2171 0.2236
C 1.4366 -2.3337 0.0014 -0.6754
C 2.1310 -0.8568 2.0295 -0.2180
P 3.9149 -1.0109 1.6588 0.8136
S 4.5195 0.1841 0.2415 -0.5264
N 1.4640 -0.1525 3.0134 -0.3156
C 2.0624 0.6722 4.0390 -0.3303
C 3.0389 1.7140 3.4256 0.5009
O 2.7345 2.4630 2.5774 -0.4326
Br 4.8351 1.7627 4.1949 -0.0005
C 0.1403 -0.3561 2.8437 0.5932
N -0.9534 0.0979 3.5740 -0.5836
C -1.0226 1.3525 3.6033 0.9515
O -0.9545 2.4575 3.8823 -0.3752
H 2.9730 -0.4400 -6.2131 0.2410
H 2.0053 -1.8363 -5.7064 0.2223
H 3.1540 -1.0902 -4.5825 0.2368
H 0.0065 0.3098 -2.7071 0.1774
H -0.8371 1.1756 -3.9681 0.2032
H -2.1302 -1.1649 -4.2420 0.2229
H -2.7586 0.1432 -3.2887 0.2251
H -0.8493 -1.7815 -1.9148 0.1746
H -2.4231 -2.4523 -2.4563 0.2067
H -3.3982 -1.7124 -0.5207 0.2063
H -3.2270 -0.1285 -1.2498 0.2461
H -0.7527 -0.1908 -0.3126 0.1698
H -2.0893 0.3957 0.7564 0.3234
H -2.0118 -1.5886 2.0453 0.2387
H -1.2256 -2.5558 0.7726 0.2095
H 1.7245 -1.6698 -0.8224 0.2691
H 2.2167 -3.0835 0.1501 0.2453
H 0.5347 -2.8594 -0.3166 0.2527
H 4.0506 -2.3548 1.2378 0.0057
H 4.6288 -0.7700 2.8528 0.0073
H 2.6046 0.0895 4.7877 0.2447
H 1.3151 1.2742 4.5629 0.2685
C -3.0011 3.9223 1.8560 -0.7333
C -3.8276 2.7601 1.2762 0.7767
O -3.1790 1.7255 0.9188 -0.8672
O -5.0452 2.9519 1.2080 -0.7258
H -1.9363 3.6886 1.8770 0.1778
H -3.1454 4.8142 1.2463 0.2181
H -3.3330 4.1411 2.8730 0.2049
```

---

# 2
Density functional theory data (ωB97M-V/def2-TZVPD) for 3 unconnected molecules or ions with the total composition C3H15N2O2.

Values from the calculation:
maximum force = 0.0858 hartree/bohr
2S+1 = 1
ΔE to the lowest compared entry with this formula, charge and spin = 215.74 kJ/mol
total energy = -10421.7901 eV
net charge = +1

```
22
Properties=species:S:1:pos:R:3:nbo_charge:R:1
C 0.2314 0.8602 0.4465 -0.2369
C -1.0021 1.7854 0.2630 -0.4384
C -2.3183 1.2554 1.0203 -0.2229
N -2.6931 -0.1819 0.9077 -0.9008
N 0.1288 -0.5647 -0.3249 -0.7249
H 0.4084 0.6146 1.4882 0.2078
H 1.2937 1.3322 0.3400 0.2503
H -1.3027 1.7288 -0.7426 0.2172
H -0.7041 2.7340 0.8343 0.2580
H -2.1863 1.4441 2.0287 0.1870
H -3.0267 2.1143 0.7046 0.2224
H -3.6467 -0.4749 0.7053 0.4008
H -2.4423 -0.7028 1.7281 0.3751
H 0.5888 -0.5054 -1.2628 0.4515
H 0.5935 -1.0635 0.4380 0.4750
H -0.9037 -0.7511 -0.4549 0.4679
H 2.4623 -2.4719 -0.5464 0.4869
H 1.5123 -3.5238 -0.8043 0.4965
O 1.5322 -2.6781 -0.2310 -0.9745
H 3.6063 0.1999 -2.7236 0.4842
H 4.3003 -0.8749 -1.9721 0.4773
O 3.5681 -0.2759 -1.8419 -0.9597
```

---

# 3
Density functional theory data (ωB97M-V/def2-TZVPD) for 6 unconnected molecules or ions with the total composition C3H18O5.

Values from the calculation:
maximum force = 0.0559 hartree/bohr
2S+1 = 1
SMILES = CCC.O.O.O.O.O
ΔE to the lowest compared entry with this formula, charge and spin = 100.41 kJ/mol
total energy = -13639.5764 eV

```
26
Properties=species:S:1:pos:R:3:nbo_charge:R:1
C 3.1384 -0.0346 -1.5968 -0.6218
C 1.9130 -0.2802 -0.7312 -0.4065
C 1.0499 0.9908 -0.7123 -0.6273
H 3.8539 0.6733 -1.1914 0.2115
H 2.9438 -0.0658 -2.6841 0.2101
H 3.7469 -0.9490 -1.6418 0.2010
H 2.2574 -0.4530 0.2893 0.2095
H 1.3979 -1.2053 -1.0044 0.2006
H 1.4018 1.9951 -0.9213 0.2187
H 0.1804 0.8446 -1.3601 0.2038
H 0.6837 1.1106 0.3137 0.1943
O -2.8064 1.3619 -1.1764 -0.9585
H -3.4674 0.7413 -1.4615 0.4886
H -2.1159 0.9983 -0.6336 0.4726
O -0.9179 -2.5982 1.5265 -0.9386
H -0.1458 -2.1386 1.8981 0.4932
H -0.9809 -1.9824 0.7863 0.4373
O 0.6893 -0.3455 2.1087 -0.9696
H 1.2329 -0.1841 2.8769 0.4778
H 0.1404 0.4511 2.0549 0.5013
O -2.6731 -1.1917 -0.9979 -0.9433
H -2.0597 -1.8479 -0.6472 0.4688
H -3.4936 -1.5953 -0.6799 0.4747
O -1.6473 1.7685 1.9662 -0.9601
H -1.9934 1.7910 1.0899 0.4782
H -2.3282 2.1452 2.5295 0.4837
```

---

# 4
Density functional theory data (ωB97M-V/def2-TZVPD) for 3 unconnected molecules or ions with the total composition C25H62BFNO10P2Si.

Values from the calculation:
maximum force = 0.0357 hartree/bohr
2S+1 = 1
total energy = -78746.2176 eV
net charge = -1

```
103
Properties=species:S:1:pos:R:3:mulliken_charge:R:1
C -0.1337 -6.8234 -0.2180 -1.4199
C 0.0182 -5.4195 -0.7822 0.0749
O 0.0941 -4.4925 0.3066 -0.1751
P 1.4012 -3.5519 0.3963 0.8215
O 2.3928 -4.2160 1.2481 -0.8882
C 0.8244 -2.0106 1.1363 -0.0581
C -0.2746 -1.3963 0.2516 -2.5756
P -1.3211 0.0659 0.9384 1.6604
C -0.0800 0.5467 2.3718 -1.3496
C -0.2752 -0.0376 3.7738 -0.0840
C 0.8130 0.5338 4.6906 -0.6404
F 2.0587 0.0049 4.4014 -0.3050
C -0.4292 1.4095 -0.1482 -2.0445
C 1.0210 1.1953 -0.5166 0.4603
O 1.7040 2.4835 -0.5867 -0.4804
Si 3.3617 2.4233 -0.5063 0.4112
C 3.9041 3.0792 1.1712 -1.0547
C 3.9843 3.6708 -1.7845 -1.1629
C 4.1259 0.7639 -0.9401 -1.0180
C -2.7221 -0.1517 -0.4575 -2.2384
C -2.4061 -0.8787 -1.7040 1.5315
C -2.6716 -2.3719 -1.7950 -0.7664
N -1.9932 -0.3569 -2.7860 -0.8117
B -2.3942 -1.1195 2.1137 1.1895
O -2.0666 -2.4295 2.5158 -0.6847
O -3.5773 -0.6186 2.6830 -0.7384
O 1.9684 -3.2172 -1.0701 -0.3461
C 3.1648 -3.9323 -1.4314 -0.4362
C 4.4265 -3.2511 -0.9210 -0.8263
H -0.8514 -6.8423 0.5868 0.3241
H -0.4289 -7.4901 -1.0176 0.4283
H 0.8380 -7.1435 0.1436 0.3057
H 0.8954 -5.4215 -1.4145 0.1795
H -0.8821 -5.1965 -1.3414 0.2732
H 1.7226 -1.4111 1.2321 0.0456
H 0.4894 -2.3368 2.1119 -0.0524
H 0.1208 -1.2661 -0.7578 1.0836
H -0.9820 -2.2145 0.1549 1.1009
H -2.1703 1.1660 1.4472 -0.4009
H -0.2595 1.6072 2.5255 0.8893
H 0.9834 0.5043 2.1391 0.3201
H -1.1755 0.3174 4.2651 0.1558
H -0.1310 -1.1131 3.8654 0.0265
H 0.5645 0.4345 5.7465 0.4064
H 0.8640 1.5994 4.4765 0.2427
H -0.4750 2.3240 0.4339 0.5686
H -0.9708 1.6733 -1.0494 0.4756
H 1.5670 0.4986 0.1143 -0.2685
H 1.0683 0.7900 -1.5270 0.3557
H 3.1457 3.7861 1.4890 0.2068
H 4.8109 3.6621 1.0580 0.3629
H 4.0184 2.3257 1.9416 0.4241
H 3.4470 4.6006 -1.6402 0.2989
H 3.7642 3.3217 -2.7843 0.2830
H 5.0475 3.8616 -1.6810 0.3392
H 3.8249 0.3949 -1.9113 0.3636
H 5.2058 0.8794 -0.9215 0.5340
H 3.8995 0.0513 -0.1558 0.0588
H -3.5904 -0.6397 -0.0157 0.4382
H -3.0780 0.8345 -0.7290 0.6167
H -1.7270 -2.8985 -1.8347 -0.1394
H -3.2744 -2.6977 -0.9550 0.3750
H -3.1859 -2.5439 -2.7293 -0.0065
H -1.8996 0.6506 -2.6315 0.3566
H -1.8716 -2.5116 3.4608 0.2697
H -3.5224 -0.7713 3.6413 0.2648
H 3.1200 -4.9505 -1.0743 0.3500
H 3.2021 -3.9966 -2.5135 0.5211
H 5.2055 -3.2064 -1.6689 0.3681
H 4.7492 -3.7774 -0.0359 0.3343
H 4.1609 -2.2531 -0.5923 -0.1243
C 1.0116 8.2114 4.7761 -0.6763
O 1.7725 7.5758 5.7878 -0.3834
C 1.6876 6.1580 5.7400 -0.5438
C 2.9061 5.5423 5.0892 -0.5285
O 2.9934 5.8796 3.7147 -0.2026
C 3.9266 6.9093 3.4514 -0.8648
H 1.3192 9.2556 4.7365 0.2436
H 1.1810 7.7575 3.7973 0.2787
H -0.0564 8.1671 5.0163 0.3200
H 0.7786 5.8421 5.2203 0.3447
H 1.6249 5.8034 6.7739 0.3617
H 2.8215 4.4526 5.1490 0.3811
H 3.8159 5.8396 5.6199 0.3458
H 4.9502 6.5256 3.5302 0.3016
H 3.8023 7.7536 4.1343 0.3873
H 3.7603 7.2538 2.4317 0.2446
C -6.6093 -2.3918 -7.7297 -0.7242
O -6.9893 -2.3228 -6.3696 -0.3730
C -6.6964 -3.5096 -5.6464 -0.6802
C -5.4354 -3.3745 -4.8203 -0.3417
O -4.2858 -3.2386 -5.6366 -0.3973
C -3.8268 -1.8945 -5.7337 -0.3938
H -6.6469 -1.3821 -8.1362 0.2441
H -5.5945 -2.7791 -7.8462 0.3210
H -7.3074 -3.0247 -8.2909 0.3193
H -6.6162 -4.3647 -6.3250 0.3350
H -7.5405 -3.6918 -4.9731 0.3909
H -5.3067 -4.2872 -4.2288 0.3952
H -5.5203 -2.5333 -4.1261 0.3040
H -3.3308 -1.5848 -4.8096 0.0997
H -4.6442 -1.2030 -5.9534 0.2645
H -3.1023 -1.8474 -6.5456 0.2266
```

---

# 5
Density functional theory data (ωB97M-V/def2-TZVPD) for a molecular structure, C5H14NO2.

Values from the calculation:
maximum force = 0.0707 hartree/bohr
2S+1 = 1
ΔE to the lowest compared entry with this formula, charge and spin = 761.93 kJ/mol
total energy = -10989.7089 eV
net charge = -1

```
22
Properties=species:S:1:pos:R:3:nbo_charge:R:1
C -0.6230 2.3268 2.7295 -0.8690
N -0.2982 0.9792 -0.1716 -0.5632
C 0.7407 -1.1428 -1.8779 -0.6962
C -0.0222 0.1623 -1.5450 -0.2635
C -0.4309 -0.1455 0.3585 0.2341
C 0.6558 -0.6023 1.2553 -0.3452
O 0.3094 -2.0165 2.1462 -0.7404
H -0.2423 2.0528 1.7487 0.2490
H -0.9271 3.3706 2.7156 0.2090
H -1.4784 1.6975 2.9683 0.2056
H 0.1667 2.1579 3.4621 0.1961
H 0.2763 -1.3638 -2.8798 0.3418
H 1.8270 -1.0557 -1.9432 0.1793
H 0.4695 -1.9370 -1.1775 0.1699
H 0.4502 0.9256 -2.1630 0.2455
H -1.0002 0.0344 -2.0151 0.2452
H -1.3333 -0.7687 0.2625 0.1540
H 1.2880 -1.3105 0.7404 0.2899
H 1.2341 0.2580 1.6125 0.2382
H -0.5613 -1.7527 -4.4644 0.3886
H 0.3034 -1.0219 2.4741 0.4467
O -0.8045 -0.8477 -4.2361 -1.3155
```

---

# 6
Density functional theory data (ωB97M-V/def2-TZVPD) for a gas-phase ion, C5H9N2 (charge +1).

Values from the calculation:
maximum force = 0.1131 hartree/bohr
2S+1 = 1
SMILES = CC1=[NH+][C@@H](C)N=C1
ΔE to the lowest compared entry with this formula, charge and spin = 299.76 kJ/mol
total energy = -8302.6255 eV
net charge = +1

```
16
Properties=species:S:1:pos:R:3:nbo_charge:R:1
C 0.1887 0.7703 2.5271 -0.6160
C 0.4019 0.3392 0.8567 0.3958
N -0.1011 -0.7407 0.3050 -0.4440
C 0.2541 -0.6218 -1.0831 0.0296
C -0.9902 -0.8110 -2.0173 -0.6010
N 0.9345 0.6118 -1.2782 -0.2277
C 1.0542 1.1738 -0.1438 -0.0270
H -0.1750 1.7691 2.3991 0.2444
H 1.0803 0.8313 3.2023 0.2750
H -0.5390 0.0587 2.9567 0.2441
H -0.6350 -1.5167 0.5260 0.4591
H 0.9946 -1.4363 -1.4240 0.2834
H -1.5953 -1.7683 -1.8322 0.2368
H -0.6248 -0.6985 -2.9890 0.2522
H -1.7457 -0.1343 -1.8799 0.2297
H 1.4977 2.1733 -0.1252 0.2654
```

---

# 7
Density functional theory data (ωB97M-V/def2-TZVPD) for a molecular structure, C36H28F12N6O2Zr.

Values from the calculation:
maximum force = 0.0578 hartree/bohr
2S+1 = 1
ΔE to the lowest compared entry with this formula, charge and spin = 121.70 kJ/mol
total energy = -84716.0590 eV

```
85
Properties=species:S:1:pos:R:3:mulliken_charge:R:1
Zr 1.4194 1.1503 -0.8144 1.7972
C 2.4777 3.0813 0.6029 -0.2825
C 3.5010 2.6933 -0.2742 -0.6206
C 3.0287 2.9096 -1.6387 -0.4352
C 1.7808 3.4881 -1.5664 -0.6265
C 1.4010 3.5437 -0.2101 -0.3513
H 2.5771 2.9400 1.6749 0.5739
H 4.3957 2.2006 0.0318 0.5513
H 3.5197 2.7491 -2.6059 0.4717
H 1.0384 3.6417 -2.3308 0.5210
H 0.3903 3.8037 0.2051 0.4355
C 2.7715 -5.8801 -2.3581 -1.8543
C 2.2059 -4.5659 -2.0389 0.0944
C 0.9341 -4.1836 -2.4073 -0.9635
C 0.4014 -2.9629 -2.1257 -0.7210
C 1.1428 -1.9626 -1.4108 0.2639
N 0.4116 -0.7754 -1.0819 0.8601
C -0.9460 -0.8594 -1.3495 -1.0107
C -1.7610 -1.7394 -0.5490 0.6274
C -3.1723 -1.7054 -0.6304 -1.5800
C -3.7353 -1.0074 -1.7461 0.9912
C -5.2383 -1.2249 -2.0729 -1.6276
C -2.9796 -0.2695 -2.6157 -1.0036
C -1.5563 -0.1258 -2.3443 0.0615
C -0.7590 0.9395 -3.1112 1.2307
O 0.1436 1.5658 -2.2875 -1.0900
C -1.6244 2.1630 -3.5927 0.3159
F -2.5020 2.5803 -2.6709 -0.2199
F -2.3102 1.9457 -4.7189 -0.2734
F -0.7771 3.1730 -3.8372 -0.2537
C 0.0036 0.3812 -4.3170 0.3916
F -0.8072 -0.4599 -5.0662 -0.3065
F 0.4550 1.3532 -5.1840 -0.2860
F 1.0468 -0.4096 -3.9471 -0.0767
C 2.4593 -2.2665 -1.1148 -0.1651
C 2.8799 -3.5782 -1.3805 -0.3656
C 3.4408 -1.2600 -0.5796 0.7224
O 2.9332 -0.0191 -0.5043 -0.6208
C 4.5846 -1.1292 -1.5901 0.7211
F 5.2528 -2.2109 -1.7733 -0.2516
F 5.4421 -0.1375 -1.2852 -0.2470
F 4.0165 -0.8455 -2.7929 -0.2179
C 4.0170 -1.6174 0.8881 0.6065
F 3.1717 -1.4486 1.8823 -0.2179
F 5.0157 -0.7533 1.0988 -0.2890
F 4.5498 -2.7876 0.9743 -0.2460
H 3.6022 -6.1133 -1.7391 0.4294
H 3.1059 -6.0154 -3.3807 0.3091
H 2.0394 -6.6908 -2.2685 0.3871
H 0.2787 -4.8715 -2.9451 0.3757
H -0.5681 -2.6707 -2.5897 0.3509
H -1.2791 -2.3817 0.1504 0.7637
H -3.8504 -2.2991 0.0321 0.3007
H -5.5225 -0.6959 -2.9752 0.4003
H -5.9364 -1.0990 -1.2359 0.3477
H -5.4243 -2.2678 -2.3404 0.3360
H -3.4498 0.3516 -3.4271 0.2592
H 3.9079 -3.7217 -1.0866 0.4806
C -2.3791 1.2965 0.5744 -1.6654
C -1.2497 0.7111 1.3036 0.5119
N 0.0284 0.8768 1.0665 0.4919
C 0.7425 0.2246 2.0346 -0.3588
C -0.1115 -0.3693 2.8845 -1.5524
N -1.3736 0.0026 2.4720 0.6479
C -2.5770 -0.1186 3.2258 -0.7673
N -2.4271 0.4705 4.5195 0.6210
N -2.8291 -0.1889 5.6827 -0.7385
N -2.5193 0.5649 6.6751 -0.4935
C -2.0702 1.7819 6.2204 0.2821
C -1.7443 2.9332 6.9675 -1.1405
C -1.2771 3.9199 6.1956 -0.4614
C -1.1239 3.8578 4.8091 -1.0927
C -1.4499 2.7312 4.0840 0.2639
C -1.9662 1.6995 4.8461 1.2588
H -3.0998 0.5604 0.3762 0.4384
H -1.9606 1.6063 -0.3820 -0.0963
H -2.8767 2.0918 1.0679 0.5977
H 1.8282 0.2472 2.0462 0.7040
H -0.0066 -0.9539 3.7733 0.6240
H -2.9090 -1.1534 3.3982 0.2691
H -3.3765 0.3329 2.6150 0.3963
H -1.8366 3.0700 8.0106 0.4760
H -1.0007 4.8123 6.6883 0.3809
H -0.7064 4.6346 4.2443 0.5258
H -1.2728 2.7160 2.9724 0.1032
```

---

# 8
Density functional theory data (ωB97M-V/def2-TZVPD) for 2 unconnected molecules or ions with the total composition C4H9N3O.

Values from the calculation:
maximum force = 0.0582 hartree/bohr
2S+1 = 1
SMILES = C[C@@H]1CO1.[H]/N=N/N=C
ΔE to the lowest compared entry with this formula, charge and spin = 546.47 kJ/mol
total energy = -10806.7980 eV

```
17
Properties=species:S:1:pos:R:3:nbo_charge:R:1
C 1.3031 1.1050 0.8036 -0.6550
C 1.4097 -0.3825 0.9265 0.0862
C 0.2021 -1.4426 1.2360 -0.1248
O 1.1082 -0.9382 2.1541 -0.4982
H 2.0275 1.5807 1.4702 0.2236
H 1.5021 1.4204 -0.2193 0.2180
H 0.3192 1.4636 1.1099 0.2252
H 2.1803 -0.8854 0.3512 0.1705
H -0.7669 -0.9795 1.1204 0.1704
H 0.2573 -2.5117 1.0735 0.1809
H -3.0378 0.7608 0.5834 0.3276
N -2.9201 0.5215 -0.4000 -0.4117
N -1.7688 0.8276 -0.7492 0.0305
N -1.2621 0.6521 -1.8884 -0.1910
C -0.4300 -0.1698 -2.3739 -0.1143
H -0.2067 -1.1272 -1.9141 0.1729
H 0.0828 0.1053 -3.2840 0.1893
```